Record 1
DFT (ωB97M-V with the def2-TZVPD basis set) results for a structure of composition C4H2ErLiO2.

2S+1: 4
net charge: +2
E_LUMO (alpha / beta): -9.374 / -9.104 eV
DFT total energy: -36078.3477 eV
energy above the lowest of the compared OMol25 structures with the same formula, charge and spin: 0.0 kJ/mol
orbital gap (alpha / beta): 6.462 / 6.089 eV
strongest force on any atom: 0.1174 hartree/bohr
HOMO level (alpha / beta): -15.836 / -15.194 eV
⟨S²⟩: 3.817

Structure (XYZ):
```
10
C4H2ErLiO2, DFT ωB97M-V with the def2-TZVPD basis set
C -2.002 0.393 0.426
O -2.328 -0.667 -0.202
Li -1.100 -1.725 -1.120
Er 2.584 1.787 -0.899
H 1.610 -1.538 0.825
H -2.772 1.166 0.605
C -0.692 0.821 0.502
C 0.583 0.912 0.325
C 1.518 -0.743 0.047
O 2.599 -0.405 -0.509
```



Record 2
DFT (ωB97M-V with the def2-TZVPD basis set) results for an isolated molecule of C5H7NO.

E_LUMO (alpha / beta): -0.216 / -0.219 eV
DFT total energy: -8832.6334 eV
energy above the lowest of the compared OMol25 structures with the same formula, charge and spin: 344.4 kJ/mol
orbital gap (alpha / beta): 7.969 / 7.964 eV
strongest force on any atom: 0.0133 hartree/bohr
HOMO level (alpha / beta): -8.186 / -8.183 eV

Structure (XYZ):
```
14
C5H7NO, DFT ωB97M-V with the def2-TZVPD basis set
O -1.626 1.619 1.243
C 0.425 0.315 1.136
H 1.664 -1.350 0.387
H -1.946 -0.780 -0.364
C 0.616 -1.040 0.477
H 0.044 -1.881 0.893
N 0.102 -0.637 -0.854
C 0.961 0.425 -1.058
H 0.716 0.500 2.184
C -0.894 0.802 0.719
H -1.544 0.610 -1.397
H 2.035 0.231 -1.025
C -1.202 -0.004 -0.559
H 0.648 1.191 -1.781
```



Record 3
DFT (ωB97M-V with the def2-TZVPD basis set) results for a cluster of 2 separate species, C2H9NOS in total.

E_LUMO: 0.774 eV
DFT total energy: -16592.2360 eV
energy above the lowest of the compared OMol25 structures with the same formula, charge and spin: 41.5 kJ/mol
orbital gap: 9.822 eV
strongest force on any atom: 0.0255 hartree/bohr
SMILES: NCO.CS
HOMO level: -9.048 eV

Structure (XYZ):
```
14
C2H9NOS, DFT ωB97M-V with the def2-TZVPD basis set
C -2.322 -0.914 -0.439
H -2.456 -0.861 0.629
H 0.480 0.124 1.186
H -3.255 -1.035 -0.970
S -1.554 0.582 -1.102
H -1.589 -1.674 -0.685
H 2.160 -0.408 1.507
H 1.301 1.813 -0.148
N 2.000 1.136 0.118
H -1.923 1.524 -0.229
H 2.729 1.590 0.647
C 1.475 -0.024 0.737
H 1.571 -0.738 -1.058
O 1.384 -1.114 -0.192
```



Record 4
DFT (ωB97M-V with the def2-TZVPD basis set) results for a structure of composition C4H7NO.

E_LUMO: -0.072 eV
DFT total energy: -7794.2706 eV
energy above the lowest of the compared OMol25 structures with the same formula, charge and spin: 518.5 kJ/mol
orbital gap: 9.266 eV
strongest force on any atom: 0.0161 hartree/bohr
HOMO level: -9.337 eV

Structure (XYZ):
```
13
C4H7NO, DFT ωB97M-V with the def2-TZVPD basis set
H -1.035 -1.076 -0.628
C -0.413 1.029 -0.155
H -1.134 -0.096 1.662
H -2.202 1.270 1.085
H 1.589 -0.075 1.293
O 2.337 -1.873 -0.299
C -1.370 -0.045 -0.541
C 1.820 -0.811 -0.582
H 0.925 1.130 -0.056
H 1.600 -0.511 -1.623
N 1.440 0.157 0.314
C -1.423 0.547 0.834
H -2.112 0.245 -1.283
```



Record 5
DFT (ωB97M-V with the def2-TZVPD basis set) results for an isolated molecule of C4H9N3.

E_LUMO: 1.020 eV
DFT total energy: -8763.2534 eV
energy above the lowest of the compared OMol25 structures with the same formula, charge and spin: 122.7 kJ/mol
orbital gap: 9.415 eV
strongest force on any atom: 0.0385 hartree/bohr
SMILES: C1N[C@H]2CN[C@@H]1N2
HOMO level: -8.395 eV

Structure (XYZ):
```
16
C4H9N3, DFT ωB97M-V with the def2-TZVPD basis set
C -0.090 -0.622 0.944
H 1.933 -0.484 0.645
C 0.724 0.689 -0.546
H -0.166 -1.261 1.853
H -1.254 1.530 -1.015
H 0.298 -2.455 -0.418
N -1.057 0.487 0.973
H 1.437 1.281 -1.097
H -0.535 2.413 0.261
C -0.257 -1.475 -0.375
N 0.379 -0.515 -1.347
C -0.583 1.405 -0.148
H -1.997 0.184 0.829
H -0.194 -0.311 -2.180
N 1.111 0.138 0.728
H -1.313 -1.643 -0.605
```



Record 6
DFT (ωB97M-V with the def2-TZVPD basis set) results for a structure of composition C20H29ClEuI2N7O4.

2S+1: 8
net charge: +1
E_LUMO (alpha / beta): -3.182 / -4.962 eV
DFT total energy: -87867.4062 eV
energy above the lowest of the compared OMol25 structures with the same formula, charge and spin: 223.1 kJ/mol
orbital gap (alpha / beta): 6.293 / 3.202 eV
strongest force on any atom: 0.0585 hartree/bohr
HOMO level (alpha / beta): -9.475 / -8.165 eV
⟨S²⟩: 15.804

Structure (XYZ):
```
64
C20H29ClEuI2N7O4, DFT ωB97M-V with the def2-TZVPD basis set
C 1.579 0.185 -3.975
H -3.054 -3.048 -0.928
O -0.270 2.049 -1.838
H -2.062 -0.372 3.239
H 5.040 -0.624 0.312
O 1.537 1.893 -0.289
C 3.396 -3.163 -1.134
C 1.012 0.610 4.300
H 5.545 -2.725 -0.941
C 1.869 0.828 3.200
C 0.833 1.594 5.248
N 1.868 -0.128 2.204
C 1.615 2.753 5.192
Cl 0.862 2.858 -1.202
C 2.113 -2.683 -0.870
H 1.525 3.460 5.996
C 2.950 -0.951 0.377
O 1.816 3.360 -2.219
H -3.922 -2.138 0.279
C -3.616 1.400 -0.263
I -2.198 0.112 -4.313
C -2.215 1.192 1.793
C -1.854 -2.425 0.819
H 3.459 -4.082 -1.692
H -3.079 1.624 2.332
N -2.223 1.452 0.354
C 2.119 1.207 -4.965
O 0.191 4.006 -0.542
H -3.638 2.209 -1.054
H -4.684 -0.415 -0.232
H -2.363 -2.209 -5.603
H 1.187 -3.114 -1.272
N -2.846 -0.949 -1.095
H 1.910 2.197 -4.561
C 2.488 2.982 4.150
H -2.923 -1.238 -2.086
C 2.697 1.989 3.177
H -0.579 -1.656 -5.331
H -2.338 -3.087 1.574
I -1.298 -3.344 -3.351
H -4.468 0.249 -1.852
H 3.394 2.058 2.334
C 4.516 -2.423 -0.753
H 0.561 -0.398 4.310
H 1.728 1.020 -5.998
H -3.297 -0.736 2.051
H -1.840 2.383 0.246
Eu -0.325 -0.138 -0.857
H -1.288 1.578 2.226
H 3.211 1.192 -5.025
H -1.040 -3.039 0.369
N 1.872 -1.526 -0.173
H 3.036 3.917 4.027
C -3.950 0.060 -0.896
C -2.967 -2.184 -0.252
H 0.241 1.457 6.155
N 1.108 -0.515 -3.188
N -1.323 -1.154 1.380
H -0.526 -1.439 1.952
N 2.871 -0.107 1.428
C -1.560 -1.877 -4.925
C -2.272 -0.327 2.198
H -4.394 1.611 0.489
C 4.266 -1.268 -0.040
```



Record 7
DFT (ωB97M-V with the def2-TZVPD basis set) results for a cluster of 3 separate species, C9H24NO8P in total.

E_LUMO: 0.504 eV
DFT total energy: -36883.7924 eV
energy above the lowest of the compared OMol25 structures with the same formula, charge and spin: 0.0 kJ/mol
orbital gap: 10.350 eV
strongest force on any atom: 0.0144 hartree/bohr
SMILES: NCOC(=O)OCP(=O)(O)O.CC(C)O.CC(C)O
HOMO level: -9.846 eV

Structure (XYZ):
```
43
C9H24NO8P, DFT ωB97M-V with the def2-TZVPD basis set
H 2.174 0.243 -1.073
P -1.628 0.960 -0.195
H 0.122 7.239 -0.290
O -0.981 -1.550 -1.168
H 1.492 6.243 0.222
H 0.502 -3.960 0.853
H -0.991 5.186 -1.208
H -1.489 4.037 0.884
H -1.502 5.781 1.198
H -3.589 1.415 0.468
H 0.521 -7.013 0.808
O 1.018 -1.672 -2.120
H -0.906 -4.135 -1.167
C 0.683 6.329 -0.509
C -1.763 -0.861 -0.196
H -0.355 2.158 -1.412
H 0.674 -4.867 -1.479
C 1.843 0.086 -0.045
H 1.416 1.016 0.342
H 1.200 3.793 -0.126
N 2.958 -0.410 0.747
O 0.511 3.914 -0.788
H -0.736 -5.892 -1.169
H 3.514 0.389 1.039
H -2.792 -1.116 -0.440
H 1.181 -5.993 2.089
O -1.166 -4.966 1.348
H -0.127 4.796 1.705
C -0.873 4.935 0.918
O -3.145 1.455 -0.387
H 1.929 -5.991 0.483
C 0.353 -1.369 -1.183
C -0.218 5.110 -0.442
H 1.132 6.425 -1.497
H 2.571 -0.774 1.614
C -0.243 -4.955 -0.895
C 0.049 -4.920 0.596
H -1.602 -5.802 1.148
C 0.981 -6.043 1.019
O 0.809 -0.894 -0.003
H -1.567 -1.199 0.822
O -0.929 1.375 -1.548
O -1.032 1.498 1.039
```



Record 8
DFT (ωB97M-V with the def2-TZVPD basis set) results for a structure of composition C24H41MoN5O6Si2.

2S+1: 3
E_LUMO (alpha / beta): -1.085 / -1.096 eV
DFT total energy: -62898.2357 eV
energy above the lowest of the compared OMol25 structures with the same formula, charge and spin: 0.0 kJ/mol
orbital gap (alpha / beta): 7.163 / 7.105 eV
strongest force on any atom: 0.0077 hartree/bohr
HOMO level (alpha / beta): -8.248 / -8.201 eV
⟨S²⟩: 2.051

Structure (XYZ):
```
79
C24H41MoN5O6Si2, DFT ωB97M-V with the def2-TZVPD basis set
H 4.492 1.922 -0.511
C 0.557 1.336 4.899
H -2.720 -2.646 -4.259
H 5.042 3.841 -1.922
H 2.595 -1.899 -2.666
Si 2.490 -0.331 -0.723
H -2.787 -3.877 -0.487
H 1.299 3.664 1.223
H 3.415 0.544 1.482
H -2.187 0.097 -3.370
C -0.261 2.610 -1.305
C -2.889 -2.478 -3.189
C 0.577 1.863 6.312
H -0.843 2.837 4.279
H -5.519 -1.067 0.252
N 1.367 3.020 0.443
O 0.606 -3.677 2.383
C -0.256 1.982 3.979
H 2.332 2.965 0.134
N 0.168 -2.617 2.001
H -0.545 0.034 -2.796
H -4.444 -2.373 0.756
H -2.762 -0.726 1.923
C -3.177 -0.018 1.200
H -4.837 -2.162 -0.950
N 0.423 0.453 2.280
C 3.631 -0.268 0.785
Mo 0.117 -0.137 0.223
C -0.468 -2.839 -2.754
C -0.295 1.512 2.684
N 0.906 0.963 7.274
Si -1.853 -1.621 -0.675
O 0.779 -2.033 1.003
H -0.904 1.996 1.932
C 3.957 2.051 -1.447
H -4.163 0.037 -2.110
H -3.137 -3.444 -2.745
C 3.636 3.326 -3.460
H -2.489 0.826 1.099
H 0.843 4.279 -1.132
C 2.976 1.130 -1.826
H 2.177 2.537 -4.822
H 0.832 1.273 8.229
O 0.323 3.026 6.541
C 2.932 -1.914 -1.630
C -3.836 0.447 -1.154
C -1.317 -0.553 -3.293
H 0.859 -0.025 7.097
C 4.281 3.142 -2.245
N 0.554 3.470 -0.598
C 1.324 0.263 4.473
H -0.256 -2.962 -3.822
H -2.295 -3.323 1.115
O -0.801 2.957 -2.328
H 4.021 -2.006 -1.638
H -3.024 1.149 -1.348
C 2.684 2.405 -3.875
H -1.088 -3.918 -0.025
C 1.228 -0.150 3.158
H 0.442 -2.488 -2.269
H 3.563 -1.214 1.325
H 1.626 0.619 -3.420
H -0.694 -3.826 -2.346
H 1.795 -0.990 2.786
H -4.679 1.013 -0.742
H -4.108 0.382 1.618
C 2.367 1.323 -3.069
H -0.972 -0.770 -4.311
H 3.880 4.176 -4.084
H -3.759 -1.827 -3.097
O -0.763 -2.015 2.531
C -4.619 -1.630 -0.023
C -1.632 -1.860 -2.563
H 4.667 -0.166 0.450
O -0.453 1.430 -0.736
C -3.440 -0.658 -0.171
H 2.005 -0.253 5.135
H 2.512 -2.790 -1.135
C -2.010 -3.342 0.065
```